Entry 1:
The following is a quantum chemistry calculation of a molecular structure, C20H52N8O12Zn2, from the Open Molecules 2025 dataset.

Positions of all 94 atoms, in Å:
1 Zn 2.792 0.122 -3.247
2 Zn 0.681 -3.923 -0.129
3 O 2.181 -5.019 -3.425
4 O 3.074 -3.394 -4.504
5 O 5.775 -7.866 3.562
6 O 1.019 1.307 -0.487
7 O 3.343 1.603 8.239
8 O -3.179 8.210 0.886
9 O -6.683 -4.532 2.329
10 O 3.168 2.716 -5.719
11 O 3.503 -3.615 -2.682
12 O -6.343 4.809 -4.668
13 O 0.717 -0.315 0.763
14 O 0.014 -0.234 -0.990
15 N 3.386 0.287 6.436
16 N -8.280 3.850 -4.256
17 N 0.274 7.049 0.505
18 N -4.070 -4.758 0.922
19 N 5.419 2.337 -4.251
20 N 2.824 2.385 6.194
21 N 3.337 -7.025 2.788
22 N -6.485 3.078 -3.344
23 C 5.079 3.749 -4.642
24 C -4.557 7.719 1.154
25 C 2.572 -6.589 4.989
26 C 6.691 -8.883 3.649
27 C -6.530 -5.005 0.993
28 C -1.039 7.684 0.289
29 C 0.224 0.494 -0.013
30 C -5.115 -4.877 -1.163
31 C -1.395 7.246 -1.077
32 C 3.146 -4.269 -3.651
33 C 4.234 3.666 -5.902
34 C -7.479 -3.382 2.574
35 C 4.733 -7.966 4.588
36 C 6.394 4.493 -4.871
37 C -5.345 -4.411 0.252
38 C 3.910 -6.782 4.181
39 C 2.132 2.850 -6.572
40 C -2.184 7.286 1.228
41 C -6.979 3.984 -4.138
42 C 3.238 1.441 7.008
43 H -0.852 8.753 0.393
44 H -6.046 -4.818 -1.726
45 H 7.216 -8.955 4.602
46 H -5.514 3.129 -3.069
47 H -2.455 7.465 -1.200
48 H 5.014 3.336 -6.590
49 H 3.847 -0.450 6.951
50 H -8.609 3.099 -3.665
51 H 4.132 -6.881 2.183
52 H 3.904 4.673 -6.153
53 H -7.414 -4.662 0.456
54 H -5.512 -3.342 0.381
55 H 2.587 2.274 5.219
56 H 7.116 4.327 -4.072
57 H -7.070 -2.830 3.420
58 H -0.897 7.715 -1.926
59 H 6.870 4.222 -5.813
60 H 2.646 -6.608 6.077
61 H 3.192 -8.019 2.692
62 H -2.497 6.285 0.934
63 H 1.875 -7.410 4.821
64 H 1.496 1.978 -6.727
65 H 6.307 -9.902 3.614
66 H -4.422 -4.271 -1.746
67 H 2.475 3.215 6.653
68 H 7.439 -8.768 2.865
69 H -6.983 2.209 -3.212
70 H 4.523 4.198 -3.819
71 H 1.610 3.766 -6.297
72 H 0.257 6.089 0.192
73 H -8.988 4.307 -4.812
74 H 6.044 1.848 -4.876
75 H -4.320 -5.717 1.121
76 H 6.150 5.552 -4.954
77 H -4.737 7.271 2.131
78 H -7.485 -2.728 1.703
79 H 5.141 -7.969 5.599
80 H -5.253 8.557 1.193
81 H 0.858 7.571 -0.134
82 H 2.399 3.162 -7.582
83 H 3.185 0.328 5.447
84 H -4.215 -4.406 1.858
85 H -1.940 7.211 2.288
86 H 5.980 2.483 -3.424
87 H -8.467 -3.717 2.891
88 H -4.987 7.055 0.404
89 H -6.538 -6.088 0.869
90 H 4.181 -8.883 4.386
91 H -4.675 -5.871 -1.244
92 H 4.480 -5.868 4.349
93 H -1.453 6.161 -1.159
94 H 2.210 -5.599 4.712

Summary:
total charge	0
energy relative to the best compared isomer or geometry (same formula, charge and spin)	19.360	eV
LUMO	-4.36	eV
HOMO energy	-7.73	eV
DFT total energy	-5692.10227	hartree
spin multiplicity	1


Entry 2:
The following is a quantum chemistry calculation of a molecular structure, C20H53AsINO5PS, from the Open Molecules 2025 dataset.

Positions of all 83 atoms, in Å:
1 I 5.138 3.007 1.183
2 As 1.405 3.762 0.244
3 S -1.475 2.701 -0.787
4 P 2.919 1.974 0.652
5 O 1.312 -6.662 1.056
6 O 3.112 1.018 -0.750
7 O -2.185 0.557 -5.154
8 O -0.803 -2.406 3.278
9 O 4.539 3.548 -2.215
10 N 0.050 5.145 0.167
11 C -1.825 1.467 0.516
12 C -1.116 -3.612 3.951
13 C -3.144 0.671 -6.185
14 C 0.980 -9.067 0.673
15 C 1.444 -3.068 2.530
16 C -0.721 -3.612 5.417
17 C -0.940 -5.979 0.346
18 C -2.073 1.675 -4.281
19 C 2.586 4.667 -1.117
20 C -0.378 5.588 2.564
21 C 3.124 3.836 -2.301
22 C -2.886 1.827 -7.136
23 C -0.938 0.197 0.456
24 C 0.357 2.680 -1.153
25 C 0.572 -2.049 3.237
26 C 0.514 -6.208 -0.026
27 C 0.205 6.153 1.210
28 C 0.937 -7.896 1.639
29 C -3.348 1.993 -3.526
30 C 0.751 5.347 3.628
31 H 0.072 0.390 0.865
32 H -1.715 2.553 -4.832
33 H -3.699 1.115 -2.979
34 H 3.024 4.449 -3.226
35 H 1.468 -4.020 3.066
36 H 1.065 -3.269 1.525
37 H -0.874 4.621 2.382
38 H -0.676 -4.468 3.427
39 H 0.942 -1.847 4.247
40 H 2.082 5.563 -1.536
41 H 2.161 4.521 1.402
42 H -2.875 1.151 0.364
43 H -1.293 1.422 -3.562
44 H 3.461 5.080 -0.578
45 H -0.050 -7.810 2.107
46 H -1.486 -5.550 -0.495
47 H 1.150 4.330 3.509
48 H -4.153 0.731 -5.762
49 H 0.518 3.060 1.345
50 H -2.199 -3.726 3.877
51 H -1.877 1.765 -7.549
52 H -1.160 -2.756 5.933
53 H -0.438 7.024 0.965
54 H 0.624 -1.104 2.695
55 H 4.624 2.615 -2.371
56 H 0.362 -3.550 5.545
57 H 2.618 2.885 -2.517
58 H -1.061 -4.529 5.902
59 H -2.976 2.791 -6.633
60 H -0.777 -0.134 -0.587
61 H -1.361 -0.646 1.027
62 H -1.793 1.887 1.535
63 H 2.977 0.102 -0.540
64 H -1.014 -5.300 1.198
65 H 0.763 -9.999 1.197
66 H 0.247 -8.958 -0.129
67 H -3.098 -0.266 -6.744
68 H 1.583 6.036 3.410
69 H 0.606 1.610 -1.178
70 H 0.445 3.193 -2.126
71 H 0.947 -5.261 -0.349
72 H 0.326 5.531 4.626
73 H 0.011 5.550 -0.761
74 H -1.169 6.255 2.956
75 H 1.245 6.520 1.348
76 H 0.599 -6.894 -0.876
77 H -3.606 1.811 -7.957
78 H -1.436 -6.911 0.626
79 H 1.964 -9.145 0.208
80 H -3.175 2.801 -2.815
81 H 2.469 -2.704 2.453
82 H -4.153 2.304 -4.199
83 H 1.649 -8.075 2.446

Summary:
total charge	-1
LUMO	2.22	eV
HOMO energy	-3.76	eV
DFT total energy	-4497.63856	hartree
spin multiplicity	1


Entry 3:
The following is a quantum chemistry calculation of 6 unconnected molecules or ions with the total composition C20H53ClN7O12, from the Open Molecules 2025 dataset.

Positions of all 93 atoms, in Å:
1 Cl 0.297 20.323 -1.025
2 O 0.563 19.916 -2.393
3 O 2.256 26.504 3.910
4 O -0.525 21.553 -1.007
5 O -3.257 15.386 -0.325
6 O -0.355 21.291 4.551
7 O 1.361 14.595 0.060
8 O -2.920 16.131 -6.020
9 O 1.524 20.665 -0.342
10 O 4.680 17.870 -4.163
11 O 2.449 18.584 4.906
12 O 1.870 25.571 -0.501
13 O -0.407 19.314 -0.279
14 N 2.669 18.721 -4.378
15 N 3.267 17.931 -2.484
16 N 0.609 24.940 1.857
17 N -1.939 15.969 -3.041
18 N -1.237 21.174 2.541
19 N 0.673 20.251 2.893
20 N 2.668 16.377 1.987
21 C 1.735 26.241 -1.799
22 C 2.369 17.573 2.784
23 C -3.698 14.232 0.413
24 C -1.453 16.298 -1.670
25 C 1.169 23.895 1.077
26 C 0.899 26.045 3.985
27 C -0.252 21.020 3.358
28 C 1.329 13.317 -0.594
29 C 0.748 24.757 3.279
30 C -1.688 17.002 -4.063
31 C 2.390 27.766 4.564
32 C 2.237 16.665 0.630
33 C 1.203 24.291 -0.458
34 C -1.624 16.453 -5.491
35 C 3.179 17.671 4.111
36 C -2.899 15.637 -7.360
37 C -1.847 15.226 -0.575
38 C 3.107 19.075 6.050
39 C 2.346 15.541 -0.328
40 C 3.642 18.213 -3.701
41 H -2.472 14.647 -7.517
42 H 1.689 23.576 -1.122
43 H -0.364 16.260 -1.637
44 H 2.625 19.934 6.516
45 H 0.290 26.864 3.602
46 H -3.264 13.947 1.371
47 H -3.636 13.347 -0.221
48 H 3.428 28.092 4.501
49 H -4.763 14.346 0.613
50 H 1.978 16.001 -1.245
51 H 3.377 15.221 -0.475
52 H -2.005 21.771 2.813
53 H 0.709 25.847 5.040
54 H -1.269 17.285 -6.099
55 H -1.774 17.294 -1.362
56 H 1.258 13.430 -1.676
57 H 1.271 19.834 3.592
58 H 2.679 18.490 2.282
59 H -1.169 20.897 1.572
60 H -2.224 16.241 -7.966
61 H 1.187 16.960 0.642
62 H 3.158 18.423 6.922
63 H 2.508 18.504 -2.143
64 H -1.673 14.160 -0.722
65 H 1.313 17.538 3.051
66 H 2.100 27.679 5.612
67 H -1.347 15.364 0.383
68 H -0.858 17.650 -3.780
69 H 4.223 17.945 3.958
70 H 0.700 26.459 -2.063
71 H 3.946 17.431 -1.927
72 H 2.118 25.625 -2.613
73 H 3.214 16.681 4.565
74 H 1.508 24.002 3.481
75 H 2.161 23.534 1.347
76 H 1.764 18.931 -3.982
77 H 1.267 25.690 1.696
78 H 0.653 19.921 1.939
79 H -3.915 15.740 -7.742
80 H 0.470 12.737 -0.257
81 H 0.484 23.049 1.029
82 H 2.316 27.145 -1.619
83 H 2.821 17.505 0.254
84 H 2.279 12.830 -0.372
85 H -0.188 24.279 3.569
86 H 2.299 15.484 2.279
87 H 4.089 19.424 5.730
88 H -2.935 15.799 -3.042
89 H -0.968 15.584 -5.436
90 H 1.766 28.564 4.162
91 H 0.220 24.519 -0.871
92 H 2.795 19.134 -5.290
93 H -2.505 17.723 -4.051

Summary:
total charge	-1
energy relative to the best compared isomer or geometry (same formula, charge and spin)	0.000	eV
LUMO	2.47	eV
HOMO energy	-6.43	eV
DFT total energy	-2539.89325	hartree
spin multiplicity	1


Entry 4:
The following is a quantum chemistry calculation of 10 unconnected molecules or ions with the total composition C20H54BrINO11PS, from the Open Molecules 2025 dataset.

Positions of all 90 atoms, in Å:
1 I 1.391 -3.058 -0.249
2 Br -1.065 3.391 -4.078
3 S -2.634 1.209 -0.958
4 P 0.894 0.777 0.695
5 O -2.386 -0.853 -2.983
6 O 4.407 -1.578 -4.431
7 O 1.670 -4.554 -4.280
8 O 0.799 -1.509 5.619
9 O 3.222 2.489 -2.601
10 O -0.206 0.795 -4.318
11 O -1.317 4.445 2.885
12 O -5.085 -1.798 3.375
13 O 2.500 2.412 -5.353
14 O -1.524 -2.448 3.709
15 O -1.157 7.125 1.503
16 N -0.339 -1.658 -2.288
17 C 2.688 -5.029 -3.407
18 C -1.377 -0.742 -2.333
19 C 0.189 7.600 1.515
20 C 4.616 2.404 -2.361
21 C -6.012 -2.246 4.356
22 C 4.206 -2.084 -5.746
23 C -1.184 -1.090 0.825
24 C -0.415 1.624 -3.493
25 C -0.285 -0.395 -0.218
26 C 1.517 -2.721 5.844
27 C -0.141 1.504 -2.019
28 C -3.651 -1.898 0.447
29 C -1.008 0.411 -1.356
30 C 0.499 -1.355 -1.125
31 C 2.428 1.137 -5.998
32 C -2.143 -2.214 0.370
33 C -0.167 1.978 1.579
34 C 1.684 -0.184 2.030
35 C -2.311 -3.614 3.909
36 C -2.415 4.054 3.695
37 H -2.320 4.436 4.716
38 H 0.929 1.309 -1.929
39 H -3.827 -0.909 0.860
40 H 0.857 -3.544 5.581
41 H 4.525 -0.626 -4.491
42 H -3.365 4.399 3.276
43 H -1.041 -2.266 4.522
44 H -2.551 1.248 0.370
45 H 2.265 -5.429 -2.482
46 H 4.770 2.463 -1.286
47 H 1.358 -0.797 -1.500
48 H 0.514 7.625 2.552
49 H -1.742 -0.344 1.383
50 H 2.271 0.341 -5.266
51 H -0.493 -1.541 1.533
52 H 3.397 -4.233 -3.164
53 H -1.451 7.095 0.590
54 H 5.071 -1.882 -6.383
55 H -6.283 -3.267 4.098
56 H -1.884 -2.583 -0.616
57 H -6.918 -1.634 4.362
58 H -1.971 -3.044 1.052
59 H 3.375 0.976 -6.509
60 H -2.424 2.966 3.732
61 H 0.849 6.935 0.954
62 H 4.074 -3.160 -5.665
63 H 1.208 -3.839 -3.834
64 H 1.378 -0.777 5.843
65 H 1.621 1.119 -6.731
66 H 2.318 0.510 2.578
67 H 3.079 2.437 -3.559
68 H -1.306 5.409 2.842
69 H 1.806 -2.822 6.892
70 H 1.660 2.541 -4.902
71 H 0.997 -0.643 2.744
72 H -5.571 -2.242 5.357
73 H -3.039 -3.473 4.712
74 H -0.663 -2.617 -2.321
75 H 5.030 1.453 -2.715
76 H 3.309 -1.657 -6.201
77 H -4.125 -2.591 1.135
78 H -4.836 -0.896 3.593
79 H -2.849 -3.808 2.984
80 H 5.156 3.226 -2.839
81 H -1.181 1.651 1.797
82 H 0.304 2.222 2.527
83 H 0.256 8.608 1.100
84 H -0.225 2.877 0.976
85 H 2.410 -2.775 5.217
86 H -4.124 -1.967 -0.527
87 H -0.334 2.463 -1.556
88 H -1.688 -4.484 4.141
89 H 3.219 -5.824 -3.926
90 H 2.317 -0.964 1.623

Summary:
total charge	0
LUMO	0.19	eV
HOMO energy	-8.12	eV
DFT total energy	-5287.92156	hartree
spin multiplicity	1


Entry 5:
The following is a quantum chemistry calculation of 9 unconnected molecules or ions with the total composition C20H54F3O10, from the Open Molecules 2025 dataset.

Positions of all 87 atoms, in Å:
1 F 0.878 0.802 -0.049
2 F -1.096 1.025 -0.897
3 F -0.783 -0.190 0.874
4 O 4.409 1.526 3.128
5 O 3.869 4.981 -0.451
6 O -0.458 -3.314 -4.109
7 O 3.969 0.192 -3.152
8 O -1.241 -1.599 -1.770
9 O 2.278 -2.268 4.659
10 O -6.356 -3.054 2.488
11 O 0.898 -0.961 -2.120
12 O 0.006 4.620 -5.333
13 O -2.384 2.777 5.251
14 C 3.550 2.477 -3.811
15 C -4.352 -2.115 3.372
16 C 2.064 2.139 3.167
17 C 1.585 4.273 0.029
18 C 2.899 3.975 -0.672
19 C -2.801 1.464 4.830
20 C 3.188 1.468 2.377
21 C -1.342 -5.574 -3.915
22 C 3.042 1.262 -3.052
23 C -0.205 3.347 -4.683
24 C 0.038 -1.128 -1.216
25 C -2.225 -2.007 -0.873
26 C -3.099 -3.054 -1.552
27 C -4.926 -2.964 2.254
28 C 1.743 -3.334 2.587
29 C -0.239 0.133 -0.353
30 C -1.649 0.846 4.096
31 C 2.847 -2.726 3.437
32 C -0.411 3.605 -3.217
33 C -1.519 -4.163 -4.460
34 H -3.271 -2.016 3.357
35 H 1.243 5.200 -0.444
36 H 3.268 -1.914 2.827
37 H -4.848 -1.144 3.392
38 H 3.452 2.008 1.475
39 H -0.705 2.737 -2.634
40 H -3.868 -3.410 -0.859
41 H 0.373 -1.897 -0.451
42 H 2.696 -1.449 4.932
43 H -0.083 4.484 -6.279
44 H -2.854 -1.154 -0.582
45 H -1.779 -0.240 4.024
46 H 1.248 -4.115 3.177
47 H -2.479 -3.750 -4.114
48 H -3.036 0.901 5.733
49 H 2.879 0.437 2.197
50 H -1.107 2.882 -5.092
51 H -4.510 -3.972 2.306
52 H 3.958 2.128 -4.765
53 H 2.743 3.149 -4.120
54 H 0.656 2.695 -4.847
55 H 2.660 3.942 -1.740
56 H 2.103 0.906 -3.476
57 H -4.621 -2.592 4.322
58 H 4.804 0.472 -2.765
59 H -1.506 1.175 3.070
60 H -4.762 -2.494 1.285
61 H 2.435 3.087 3.553
62 H 2.148 -3.817 1.699
63 H -2.503 -3.928 -1.829
64 H -0.699 -2.804 -3.326
65 H -3.090 3.168 5.773
66 H 3.287 2.974 -0.467
67 H 1.205 2.307 2.515
68 H 3.644 -3.447 3.638
69 H 2.776 1.450 -2.007
70 H 4.325 3.028 -3.275
71 H -1.860 -6.303 -4.547
72 H -0.283 -5.829 -4.001
73 H -1.657 -5.662 -2.878
74 H -6.663 -3.891 2.131
75 H 0.874 3.487 -0.209
76 H -3.638 1.570 4.134
77 H -0.719 0.964 4.655
78 H 1.753 1.486 3.984
79 H 0.997 -2.593 2.310
80 H -1.616 -4.172 -5.551
81 H -3.615 -2.678 -2.437
82 H 4.458 4.689 0.248
83 H -1.814 -2.471 0.032
84 H 4.364 0.903 3.858
85 H -1.183 4.379 -3.098
86 H 0.432 4.132 -2.756
87 H 1.813 4.541 1.061

Summary:
total charge	-1
energy relative to the best compared isomer or geometry (same formula, charge and spin)	0.857	eV
LUMO	2.26	eV
HOMO energy	-4.28	eV
DFT total energy	-1846.35232	hartree
spin multiplicity	1